Record 1
Below is 6 unconnected molecules or ions with the total composition C20H51BNO8 at a distorted geometry, with properties calculated with the ωB97M-V functional and the def2-TZVPD basis.

Element x y z (Å)
N  5.3565  1.0611  4.3075
C  4.4429  -0.0901  4.3741
O  4.3771  -0.6918  5.4814
C  3.6409  -0.5467  3.0828
C  2.8284  0.6191  2.3445
C  1.5511  1.1599  3.1421
C  0.1982  0.3399  2.7690
O  -0.6689  0.8555  3.8200
B  0.1417  1.5841  4.8569
O  1.5159  1.0628  4.5716
H  5.5623  1.1944  3.3054
H  4.9202  1.9219  4.6615
H  4.4347  -0.9199  2.3187
H  3.0160  -1.4541  3.3536
H  2.4215  0.1510  1.3706
H  3.4969  1.4874  1.9858
H  1.4708  2.2616  2.8470
H  0.4539  -0.7278  3.1077
H  -0.1341  0.4973  1.6891
H  0.0146  2.7332  4.4827
H  -0.2673  1.4317  5.9791
C  -1.8918  1.4469  -1.4531
C  -0.7263  2.4092  -1.2877
C  -0.4650  3.1881  -2.5676
O  0.4441  1.6782  -0.9298
H  -1.6833  0.7118  -2.2352
H  -2.0607  0.8866  -0.5303
H  -2.8106  1.9802  -1.7117
H  -0.9371  3.1047  -0.4713
H  -0.2062  2.5129  -3.3904
H  0.3821  3.8669  -2.4376
H  -1.3406  3.7735  -2.8591
H  0.6398  1.0595  -1.6449
C  6.3981  -4.4910  1.0191
C  6.9346  -3.0982  1.3111
C  8.2827  -3.1604  2.0125
O  6.0055  -2.3943  2.1308
H  6.2495  -5.0540  1.9460
H  5.4246  -4.4314  0.5256
H  7.0824  -5.0514  0.3765
H  7.0319  -2.5386  0.3767
H  8.1988  -3.6777  2.9735
H  8.6507  -2.1536  2.2262
H  9.0234  -3.6810  1.3996
H  5.9115  -2.8817  2.9607
C  -5.4873  -1.2796  -3.5691
C  -4.0435  -0.8308  -3.7235
C  -3.3275  -1.6317  -4.8002
O  -3.3631  -0.9908  -2.4815
H  -5.5382  -2.3308  -3.2715
H  -5.9866  -0.7040  -2.7846
H  -6.0428  -1.1533  -4.5028
H  -4.0132  0.2330  -3.9758
H  -3.3060  -2.6961  -4.5449
H  -2.2875  -1.3069  -4.8923
H  -3.8175  -1.5157  -5.7705
H  -3.3846  -1.9285  -2.2496
C  -5.9675  -5.2607  -0.3997
C  -6.1713  -5.0161  -1.8864
C  -6.1638  -6.3204  -2.6682
O  -5.1351  -4.1645  -2.3739
H  -5.0011  -5.7393  -0.2118
H  -5.9636  -4.3148  0.1479
H  -6.7569  -5.8973  0.0076
H  -7.1201  -4.4969  -2.0468
H  -5.2041  -6.8356  -2.5584
H  -6.2998  -6.1288  -3.7359
H  -6.9591  -6.9887  -2.3287
H  -4.2906  -4.6144  -2.2367
C  -0.8763  6.1681  0.3037
C  0.1026  6.6420  -0.7586
C  0.7475  7.9627  -0.3682
O  -0.5840  6.7984  -2.0002
H  -1.6872  6.8918  0.4374
H  -1.3402  5.2252  0.0047
H  -0.3771  6.0222  1.2646
H  0.8771  5.8850  -0.9084
H  -0.0076  8.7479  -0.2573
H  1.4396  8.2967  -1.1460
H  1.2961  7.8713  0.5724
H  -1.2712  7.4657  -1.8779

Atoms 1-6, force components in eV/Å:
-0.962 -0.941 -1.408
-0.410 -1.188 3.118
0.013 1.704 -3.894
1.281 0.307 -0.547
-0.459 -0.647 0.113
-0.321 -0.310 -0.642

Values from the calculation:
* multiplicity: 1
* gap between HOMO and LUMO: 5.32 eV
* LUMO: 0.07288 hartree
* E: -40113.87910 eV
* largest force on an atom: 4.25 eV/A
* charge: -1

***

Record 2
Below is a molecular structure, C20H51FNO8PS2 at a distorted geometry, with properties calculated with the ωB97M-V functional and the def2-TZVPD basis.

Element x y z (Å)
C  2.1764  3.1673  -1.4233
C  1.5065  1.8337  -1.7898
P  0.8435  2.0387  -3.4820
C  -0.6019  3.1321  -3.2242
N  0.0047  0.4870  -3.9071
S  -0.8808  -0.3188  -2.6850
C  0.2799  -1.1613  -1.6344
O  -1.5088  0.7092  -1.9094
O  -1.7327  -1.2760  -3.3171
S  1.0775  -0.4019  -4.8412
O  2.3428  -0.3901  -4.1926
O  0.9220  -0.0440  -6.1966
F  0.5085  -1.8314  -4.6551
H  2.6044  3.1079  -0.4257
H  2.9634  3.3934  -2.1455
H  1.4734  4.0007  -1.4746
H  0.7101  1.6132  -1.0789
H  2.2597  1.0470  -1.7558
H  -1.5198  2.6568  -3.5568
H  -0.7035  3.3849  -2.1698
H  -0.4450  4.0383  -3.8081
H  0.3370  -0.5930  -0.7087
H  1.2684  -1.1546  -2.0903
H  -0.0668  -2.1823  -1.5087
C  5.4922  -0.9099  -3.5800
C  5.9655  0.3004  -2.7962
O  5.1127  0.5761  -1.6973
C  4.9835  -0.4353  -0.7214
C  6.2781  -0.7852  -0.0080
H  4.4488  -0.7337  -3.8319
H  6.0907  -1.0557  -4.4794
H  5.5483  -1.8282  -2.9923
H  5.8982  1.1911  -3.4211
H  7.0140  0.2049  -2.4900
H  4.5259  -1.3324  -1.1565
H  4.2672  -0.0390  0.0007
H  7.0242  -1.1929  -0.6912
H  6.0891  -1.5321  0.7640
H  6.7046  0.1020  0.4618
C  -0.6269  -1.7207  2.1198
C  0.5736  -1.3393  1.2712
O  0.6004  0.0218  0.8796
C  0.6397  0.9739  1.9338
C  1.8545  0.8433  2.8347
H  -1.5555  -1.4939  1.5942
H  -0.6022  -2.7884  2.3396
H  -0.6406  -1.1881  3.0708
H  0.5528  -1.9092  0.3409
H  1.5046  -1.6112  1.7814
H  -0.2828  0.9333  2.5231
H  0.6514  1.9459  1.4406
H  1.8775  -0.1167  3.3530
H  1.8480  1.6274  3.5924
H  2.7723  0.9291  2.2502
C  -4.4281  -1.8850  -1.7432
C  -4.4101  -3.2550  -2.3942
O  -4.8798  -4.3060  -1.5632
C  -6.2127  -4.1868  -1.1058
C  -7.2508  -4.1277  -2.2138
H  -3.8341  -1.8911  -0.8272
H  -4.0077  -1.1503  -2.4250
H  -5.4387  -1.5665  -1.4802
H  -3.3841  -3.5252  -2.6415
H  -4.9657  -3.2357  -3.3387
H  -6.3167  -3.3205  -0.4416
H  -6.3810  -5.0741  -0.4946
H  -7.1273  -3.2470  -2.8448
H  -8.2520  -4.0898  -1.7828
H  -7.1796  -5.0103  -2.8509
C  -1.4176  0.6048  5.7896
C  -0.5707  1.7954  6.2062
O  -0.6250  2.8846  5.3036
C  -1.9035  3.4577  5.0913
C  -2.5535  4.0129  6.3465
H  -1.1241  0.2583  4.7975
H  -1.2853  -0.2133  6.4983
H  -2.4806  0.8465  5.7577
H  0.4791  1.5013  6.2328
H  -0.8347  2.1123  7.2214
H  -2.5708  2.7391  4.6015
H  -1.7333  4.2647  4.3786
H  -2.7529  3.2355  7.0850
H  -3.5050  4.4817  6.0941
H  -1.9098  4.7608  6.8111

Atoms 1-6, force components in eV/Å:
-0.043 -0.068 -0.482
-0.231 0.197 0.272
0.158 0.252 -0.710
0.032 0.068 0.079
0.350 -0.430 0.837
-0.831 -0.399 0.329

Values from the calculation:
* multiplicity: 1
* gap between HOMO and LUMO: 9.72 eV
* LUMO: 0.02088 hartree
* E: -73111.11088 eV
* largest force on an atom: 1.00 eV/A